i.
Entry from OMol25: 13 unconnected molecules or ions with the total composition C26H78O13S13 (ωB97M-V/def2-TZVPD).

Geometry as XYZ:
```
130
Properties=species:S:1:pos:R:3:mulliken_charge:R:1
C 13.678 9.616 17.283 -0.50
S 14.585 8.071 16.698 0.22
O 13.499 7.288 15.933 -0.52
C 15.458 8.978 15.397 0.59
H 12.998 9.440 18.117 0.50
H 13.111 9.944 16.412 -0.14
H 14.375 10.392 17.599 0.30
H 14.684 9.345 14.723 -0.61
H 16.107 8.266 14.886 0.49
H 16.025 9.853 15.716 -0.31
C 13.150 13.924 13.956 0.06
S 13.579 12.090 14.184 0.24
O 12.298 11.313 13.975 -0.29
C 14.641 11.791 12.734 0.17
H 14.117 14.426 13.987 0.06
H 12.608 14.273 14.836 0.07
H 12.664 14.156 13.008 -0.18
H 15.243 10.895 12.886 -0.43
H 15.322 12.631 12.599 -0.02
H 14.141 11.689 11.771 0.20
C 9.666 8.922 9.108 -1.14
S 10.953 10.271 9.083 0.73
O 10.511 11.271 8.067 -0.69
C 10.831 10.868 10.814 -0.35
H 9.242 8.910 8.104 0.40
H 8.825 9.031 9.792 0.34
H 9.999 7.958 9.492 0.33
H 9.884 11.371 11.006 0.14
H 11.454 11.753 10.943 0.09
H 11.180 10.159 11.565 0.04
C 18.529 15.666 11.885 -0.63
S 16.945 15.489 10.945 0.54
O 15.920 15.022 11.975 -0.34
C 16.769 17.303 10.495 -1.16
H 18.585 14.998 12.745 -0.10
H 18.516 16.624 12.404 0.30
H 19.476 15.489 11.375 0.40
H 17.570 17.694 9.868 0.44
H 16.876 17.925 11.384 0.44
H 15.777 17.483 10.081 0.22
C 10.931 17.717 10.207 -1.16
S 11.460 16.201 11.078 0.52
O 11.377 14.971 10.196 -0.49
C 13.239 16.647 11.094 -0.44
H 11.186 18.571 10.834 0.42
H 9.845 17.626 10.199 0.41
H 11.409 17.914 9.247 0.30
H 13.784 15.858 11.613 -0.13
H 13.336 17.521 11.738 0.56
H 13.626 16.650 10.075 0.01
C 10.660 6.865 13.729 -0.99
S 11.439 7.436 12.176 0.79
O 11.931 6.218 11.410 -0.72
C 12.956 8.046 12.984 -0.85
H 9.724 6.327 13.576 0.40
H 10.378 7.610 14.473 0.13
H 11.394 6.190 14.170 0.36
H 13.543 8.730 12.371 0.16
H 13.519 7.198 13.371 0.70
H 12.601 8.525 13.896 0.05
C 13.640 15.673 6.826 -0.74
S 15.029 14.942 7.788 0.58
O 15.947 14.426 6.708 -0.72
C 14.215 13.548 8.744 -0.18
H 12.807 15.807 7.517 0.06
H 13.339 14.982 6.039 0.35
H 13.944 16.635 6.414 0.35
H 14.238 12.575 8.253 0.41
H 13.279 13.937 9.142 -0.07
H 14.885 13.417 9.594 -0.02
C 9.218 13.754 12.737 -0.13
S 7.578 14.447 12.131 0.43
O 6.597 13.343 12.406 -0.61
C 8.135 14.336 10.336 -0.60
H 9.384 12.772 12.293 -0.05
H 9.109 13.725 13.821 0.23
H 10.045 14.463 12.707 0.10
H 8.537 13.369 10.032 0.14
H 8.737 15.200 10.056 0.07
H 7.192 14.566 9.841 0.45
C 18.308 8.534 10.331 -0.91
S 17.348 8.893 11.881 0.74
O 17.989 8.005 12.960 -0.74
C 17.929 10.650 12.091 -0.37
H 18.238 7.476 10.079 0.35
H 19.344 8.824 10.503 0.47
H 17.877 9.165 9.553 -0.02
H 19.015 10.733 12.130 0.63
H 17.594 10.970 13.078 -0.56
H 17.563 11.286 11.285 0.32
C 18.137 13.057 14.803 -1.37
S 18.305 11.509 15.790 0.58
O 19.790 11.353 16.158 -0.70
C 17.316 12.039 17.306 -0.64
H 18.883 13.064 14.009 0.44
H 18.419 13.861 15.483 0.82
H 17.112 13.289 14.515 0.09
H 17.362 11.155 17.942 0.41
H 16.314 12.296 16.963 -0.16
H 17.810 12.866 17.816 0.41
C 14.684 7.751 9.017 -0.63
S 14.951 9.543 8.547 0.60
O 15.684 10.112 9.793 -0.46
C 16.245 9.235 7.285 -1.13
H 15.597 7.429 9.518 0.13
H 14.379 7.192 8.132 0.44
H 13.866 7.624 9.727 0.07
H 17.036 8.660 7.765 0.30
H 16.642 10.119 6.786 0.36
H 15.813 8.654 6.470 0.42
C 13.434 16.278 17.266 -0.77
S 14.718 15.043 17.726 0.34
O 14.188 13.729 17.175 -0.42
C 16.092 15.607 16.561 -0.17
H 12.936 15.901 16.372 0.08
H 13.808 17.281 17.058 0.42
H 12.599 16.239 17.966 0.36
H 16.847 16.097 17.176 0.47
H 15.624 16.314 15.877 0.34
H 16.577 14.832 15.967 -0.48
C 9.593 10.234 15.886 -0.86
S 9.144 11.897 16.578 0.51
O 8.351 11.595 17.833 -0.68
C 10.825 12.224 17.218 -0.54
H 8.659 9.708 15.689 0.48
H 10.201 9.672 16.595 0.34
H 10.198 10.267 14.980 0.11
H 10.708 13.237 17.603 0.36
H 11.570 12.347 16.432 -0.06
H 11.144 11.423 17.885 0.31
```

## Properties
Spin multiplicity: 1
HOMO-LUMO gap, eV: 8.1


ii.
Entry from OMol25: 13 unconnected molecules or ions with the total composition C26H78O13S13 (ωB97M-V/def2-TZVPD).

Geometry as XYZ:
```
130
Properties=species:S:1:pos:R:3:mulliken_charge:R:1
C -14.567 16.471 1.347 -0.94
S -13.144 16.463 0.223 0.53
O -13.021 17.796 -0.484 -0.45
C -11.781 16.421 1.450 -0.91
H -14.749 15.517 1.845 0.38
H -15.452 16.720 0.767 0.35
H -14.392 17.180 2.160 0.18
H -10.803 16.515 0.985 -0.01
H -11.703 15.463 1.975 0.55
H -11.947 17.160 2.236 0.41
C -13.113 22.145 3.652 -0.69
S -13.412 20.387 3.363 0.47
O -14.880 20.158 3.088 -0.67
C -12.574 20.299 1.755 0.04
H -13.006 22.606 2.669 0.06
H -12.165 22.365 4.139 0.27
H -13.935 22.522 4.255 0.42
H -13.109 20.888 1.007 -0.10
H -12.504 19.298 1.328 -0.17
H -11.538 20.646 1.817 0.36
C -13.917 20.439 -7.251 -1.03
S -13.807 21.212 -5.627 0.61
O -12.361 21.081 -5.187 -0.37
C -14.277 22.912 -6.002 -1.06
H -13.892 19.368 -7.037 0.23
H -13.146 20.789 -7.930 0.25
H -14.943 20.521 -7.616 0.51
H -13.555 23.592 -6.451 0.30
H -14.760 23.302 -5.105 0.29
H -15.091 22.882 -6.735 0.43
C -4.061 16.582 -0.740 -0.43
S -4.631 17.886 0.414 0.63
O -3.398 18.199 1.237 -0.76
C -4.860 19.271 -0.724 -0.44
H -4.435 16.848 -1.730 -0.14
H -4.525 15.647 -0.436 0.17
H -2.976 16.543 -0.725 0.47
H -5.103 20.113 -0.070 0.40
H -5.651 19.098 -1.449 -0.27
H -3.906 19.599 -1.140 0.40
C -6.068 14.236 2.325 -0.64
S -7.865 14.154 2.071 0.60
O -8.429 13.138 3.021 -0.68
C -8.364 15.846 2.662 -0.58
H -5.730 14.473 3.334 0.35
H -5.697 15.020 1.668 0.01
H -5.806 13.209 2.081 0.34
H -9.348 15.779 3.129 0.33
H -8.411 16.465 1.772 -0.13
H -7.740 16.137 3.506 0.42
C -14.909 24.070 -0.645 -0.89
S -15.051 22.425 -1.404 0.43
O -15.656 22.626 -2.780 -0.63
C -13.240 22.373 -1.695 -0.85
H -15.828 24.645 -0.560 0.39
H -14.042 24.587 -1.042 0.27
H -14.672 23.882 0.412 0.26
H -13.023 21.362 -2.066 -0.08
H -12.607 22.482 -0.813 0.49
H -12.848 22.999 -2.499 0.56
C -8.239 22.921 1.003 -0.74
S -9.024 23.421 2.565 0.26
O -10.368 22.733 2.490 -0.45
C -7.996 22.318 3.618 -0.94
H -8.236 21.835 0.954 0.12
H -7.254 23.380 0.929 0.55
H -8.923 23.306 0.248 0.20
H -6.968 22.389 3.255 0.36
H -8.280 21.267 3.585 0.27
H -8.007 22.627 4.663 0.35
C -14.433 17.633 -4.137 -1.23
S -12.848 17.144 -3.368 1.09
O -12.867 15.645 -3.184 -0.75
C -11.842 17.628 -4.783 -0.28
H -14.555 18.710 -4.102 0.25
H -15.234 17.014 -3.734 0.46
H -14.428 17.222 -5.155 0.33
H -12.016 16.943 -5.621 0.66
H -10.764 17.588 -4.632 -0.51
H -12.128 18.647 -5.051 -0.12
C -8.917 14.623 -3.363 -0.99
S -7.488 15.700 -3.764 0.72
O -7.089 16.385 -2.493 -0.55
C -6.189 14.440 -4.100 -1.08
H -9.722 15.352 -3.254 0.07
H -8.657 14.107 -2.444 0.39
H -9.219 14.023 -4.220 0.42
H -6.634 13.529 -4.498 0.39
H -5.557 14.250 -3.236 0.28
H -5.581 14.872 -4.895 0.29
C -5.526 18.056 -5.881 -0.76
S -5.303 19.037 -4.385 0.82
O -4.034 19.781 -4.624 -0.77
C -6.577 20.286 -4.637 -0.66
H -4.875 17.191 -5.767 0.33
H -5.319 18.723 -6.713 0.51
H -6.542 17.657 -5.913 -0.18
H -6.492 20.984 -3.801 0.44
H -7.523 19.794 -4.393 -0.20
H -6.535 20.794 -5.595 0.45
C -9.189 18.369 -1.249 -0.13
S -10.298 19.792 -1.327 0.72
O -9.795 20.973 -0.511 -0.40
C -10.012 20.309 -3.074 0.34
H -8.227 18.704 -1.639 -0.09
H -9.579 17.574 -1.881 -0.02
H -9.079 18.037 -0.220 0.03
H -10.862 20.936 -3.332 0.00
H -9.863 19.454 -3.726 -0.36
H -9.130 20.939 -2.956 -0.13
C -10.855 24.805 -5.452 -0.78
S -9.685 25.121 -4.115 0.33
O -10.470 25.015 -2.848 -0.56
C -8.723 23.598 -4.329 -0.35
H -10.292 24.720 -6.392 0.48
H -11.508 25.627 -5.743 0.45
H -11.375 23.861 -5.291 -0.11
H -9.257 22.855 -4.929 0.01
H -8.682 23.082 -3.364 0.02
H -7.694 23.749 -4.643 0.47
C -7.832 19.077 -8.216 -0.86
S -9.088 18.051 -7.438 0.31
O -8.867 18.186 -5.959 -0.39
C -10.505 19.180 -7.704 -0.77
H -8.163 19.425 -9.198 0.46
H -6.969 18.477 -8.520 0.34
H -7.465 19.860 -7.559 0.14
H -11.460 18.702 -7.493 0.13
H -10.606 19.482 -8.749 0.56
H -10.340 20.005 -7.012 0.14
```

## Properties
Spin multiplicity: 1
HOMO-LUMO gap, eV: 7.9


Order of stability, best first: ii, i


i.
Entry from OMol25: a single C4H3I molecule (ωB97M-V/def2-TZVPD).

Geometry as XYZ:
```
8
Properties=species:S:1:pos:R:3:mulliken_charge:R:1
C -1.408 -0.411 -0.020 -0.49
C -0.202 -0.936 0.010 -0.12
C 0.102 1.345 0.003 -0.71
C 0.718 0.191 0.000 0.23
I 2.880 -0.068 0.003 -0.01
H -2.461 -0.532 -0.015 0.38
H 0.086 -1.982 0.025 0.37
H 0.286 2.393 -0.006 0.36
```

## Properties
Spin multiplicity: 1
HOMO-LUMO gap (alpha / beta), eV: 8.3 / 8.2


ii.
Entry from OMol25: a single C4H3I molecule (ωB97M-V/def2-TZVPD).

Geometry as XYZ:
```
8
Properties=species:S:1:pos:R:3:mulliken_charge:R:1
C -0.902 -0.859 1.057 -0.46
C 0.207 0.523 -0.361 -0.54
C -0.338 -0.835 -0.276 -0.02
C 0.392 1.657 -0.737 -0.08
I 0.306 -0.650 2.629 0.14
H 0.505 -1.513 -0.408 0.26
H -1.047 -0.880 -0.985 0.24
H 0.877 2.558 -0.918 0.44
```

## Properties
Spin multiplicity: 1
HOMO-LUMO gap (alpha / beta), eV: 7.5 / 7.5


Order of stability, best first: i, ii